This record from OMol25 describes a 10-piece molecular cluster, C40H80O22S8 overall in a non-equilibrium geometry. The level of theory is wB97M-V/def2-TZVPD.

Each line ends with the Mulliken charge.
Element x y z (Å)
O  8.06617  1.21557  -0.98248  -0.6431
S  6.64170  1.08964  -0.89124  1.0897
O  5.97808  0.67648  0.36418  -0.5976
C  5.73258  2.45239  -1.70617  -0.4577
C  5.69527  2.18474  -3.18577  -0.6834
C  5.58915  0.62007  -3.45428  -0.2834
C  6.29685  -0.12578  -2.27473  -0.6334
H  6.16994  3.42127  -1.46518  0.4586
H  4.75493  2.38874  -1.22841  0.0986
H  4.96693  2.74832  -3.76887  0.4168
H  6.63969  2.50444  -3.62618  0.3314
H  5.67719  0.31488  -4.49698  0.4980
H  4.52699  0.38871  -3.37437  -0.1348
H  7.17855  -0.73177  -2.48327  0.3708
H  5.63774  -0.89059  -1.86395  0.2228
O  2.39306  3.11860  4.96683  -0.6478
S  1.04401  3.09225  5.54124  1.1400
O  0.66612  4.12838  6.41892  -0.6467
C  -0.12587  2.86905  4.10924  -0.1104
C  -0.91861  1.61303  4.47842  -0.3213
C  -0.01424  0.62698  5.35102  -0.3310
C  0.57798  1.51446  6.45899  -0.9117
H  0.47532  2.66142  3.22406  0.0701
H  -0.77257  3.74015  4.00399  0.1995
H  -1.74856  1.89854  5.12476  0.4302
H  -1.27125  1.12044  3.57228  -0.1145
H  0.76698  0.12501  4.78022  0.2040
H  -0.53648  -0.26488  5.69736  0.2300
H  1.55195  1.24433  6.86704  0.4801
H  -0.13996  1.87166  7.19728  0.3241
O  -0.54952  2.60501  -4.50473  -0.6616
S  0.81912  2.62847  -5.08892  1.3087
O  1.84362  3.54416  -4.63423  -0.6643
C  1.49398  0.88696  -5.15556  0.0213
C  1.39817  0.53528  -6.65260  -0.9904
C  1.51099  1.80181  -7.56796  -0.5930
C  0.68692  2.84894  -6.89612  -0.8967
H  1.10596  0.09083  -4.52017  0.1263
H  2.56600  0.95015  -4.96886  0.0109
H  2.13406  -0.23135  -6.89517  0.4059
H  0.41924  0.08784  -6.82463  0.3875
H  1.23095  1.51273  -8.58093  0.3887
H  2.57778  2.02285  -7.60244  0.2796
H  -0.36684  2.57622  -6.95357  0.3323
H  0.74032  3.90896  -7.14433  0.4673
O  -4.58671  2.79339  -1.85440  -0.6335
S  -4.49873  4.14329  -1.40127  1.0829
O  -5.39667  4.51246  -0.35167  -0.7006
C  -2.71373  4.30984  -1.08912  -0.3500
C  -2.04764  4.88630  -2.31729  0.9196
C  -3.14164  5.01170  -3.42630  -0.9642
C  -4.47896  5.27764  -2.80824  -0.6711
H  -2.24249  3.47392  -0.57216  -0.0997
H  -2.78835  4.98454  -0.23629  0.3355
H  -1.69977  5.87860  -2.03019  0.1310
H  -1.25909  4.22053  -2.66807  -0.6518
H  -3.04265  4.13098  -4.06083  0.2724
H  -2.90377  5.66071  -4.26911  0.5678
H  -5.32639  4.84966  -3.34377  0.4185
H  -4.59926  6.34414  -2.61793  0.3165
O  1.00963  -7.01789  -4.27402  -0.7088
S  0.82467  -6.71364  -2.87361  0.8799
O  1.91730  -6.48789  -2.02169  -0.4322
C  -0.32311  -5.28896  -2.71956  -0.5339
C  -1.19373  -5.57528  -1.53791  0.4978
C  -1.07456  -6.95180  -0.98038  -0.5369
C  -0.26493  -7.86021  -1.94499  -0.8932
H  -0.96495  -5.18036  -3.59383  0.2937
H  0.21637  -4.35174  -2.58281  0.1788
H  -0.89016  -4.83552  -0.79717  -0.6578
H  -2.24755  -5.32063  -1.65066  0.4146
H  -1.94682  -7.56707  -0.75969  0.4587
H  -0.61113  -6.86342  0.00223  0.1633
H  -0.94120  -8.09231  -2.76773  0.4078
H  0.20830  -8.75525  -1.54119  0.4332
O  3.52129  -3.12979  0.39973  -0.3989
S  4.27740  -4.23545  0.97324  0.8505
O  5.46299  -4.01107  1.80523  -0.6924
C  3.24510  -5.51794  1.84888  -0.3968
C  3.41743  -6.79348  1.05618  0.0369
C  4.82910  -6.74919  0.44574  -0.8041
C  4.97277  -5.35806  -0.31630  -0.7286
H  2.22409  -5.18760  2.03998  0.0449
H  3.57077  -5.40365  2.88279  0.4071
H  3.34308  -7.71237  1.63774  0.3612
H  2.64261  -6.89018  0.29565  -0.1750
H  5.04239  -7.50675  -0.30838  0.3903
H  5.62147  -6.79355  1.19293  0.3514
H  4.22171  -5.46164  -1.09943  0.2797
H  5.95577  -5.01200  -0.63574  0.4848
O  -0.69679  -4.74637  1.96851  -0.5792
S  -1.97689  -4.12401  2.10407  1.2058
O  -2.82132  -3.95315  0.92778  -0.7050
C  -2.91723  -4.96103  3.45665  -0.8897
C  -2.71318  -4.24580  4.83470  -0.7130
C  -1.77819  -3.02690  4.59162  -0.5702
C  -1.83020  -2.58446  3.07650  0.2072
H  -2.58541  -5.99414  3.55998  0.4464
H  -3.95708  -4.79558  3.17480  0.4124
H  -3.65151  -3.90217  5.27008  0.3486
H  -2.20843  -4.93432  5.51239  0.2680
H  -0.77068  -3.28815  4.91532  0.3788
H  -2.08785  -2.22348  5.25999  0.2631
H  -0.97954  -2.04634  2.65830  0.1410
H  -2.68713  -1.93304  2.90491  -0.2697
O  -0.16624  2.15380  -1.40693  -0.2270
S  -0.00569  1.08394  -0.43552  0.4151
O  -0.85750  0.97549  0.75290  -0.3059
C  0.05154  -0.54358  -1.33264  -0.2534
C  0.94605  -1.48899  -0.61606  0.4012
C  1.82499  -0.70031  0.36471  -0.4568
C  1.70421  0.78248  0.11125  -0.9975
H  0.57007  -0.36897  -2.27537  -0.6184
H  -0.96253  -0.78277  -1.65286  0.7356
H  0.19058  -2.09268  -0.11315  -0.3442
H  1.47458  -2.08500  -1.36006  0.3539
H  2.90528  -0.84015  0.32578  0.4077
H  1.46231  -0.90532  1.37195  0.0745
H  2.39960  1.01727  -0.69460  0.1311
H  1.83694  1.53103  0.89238  0.8226
C  -0.61933  6.98821  3.35246  -0.8294
C  0.21740  7.75140  2.38639  -0.3368
O  0.91977  6.90328  1.50312  -0.3088
C  0.99481  6.83727  0.18303  0.6621
O  0.53020  7.60325  -0.55378  -0.5342
O  1.50891  5.59106  -0.17949  -0.2490
C  1.40242  5.23131  -1.55587  -0.3707
H  -1.27342  7.50012  4.05829  0.4074
H  0.12063  6.46675  3.95962  0.1786
H  -1.15958  6.21217  2.81024  0.1612
H  0.86877  8.30107  3.06586  0.2679
H  -0.35478  8.42236  1.74566  0.3608
H  1.48901  4.14739  -1.63139  -0.1357
H  2.33899  5.63940  -1.93587  0.4864
H  0.55801  5.68163  -2.07769  0.2569
C  -9.48870  0.05224  3.34482  -1.1879
C  -8.09815  -0.70164  3.29807  -0.2682
O  -7.08283  0.14284  2.73481  -0.2323
C  -5.90795  -0.33481  2.57539  0.5943
O  -5.45486  -1.54261  2.80568  -0.5999
O  -5.19354  0.67177  1.96381  -0.2387
C  -4.00349  0.54340  1.27024  0.1339
H  -9.39957  1.06801  3.72999  0.3251
H  -10.25628  -0.54261  3.83988  0.3674
H  -9.74227  0.08043  2.28510  0.3105
H  -8.31403  -1.63059  2.77029  0.3262
H  -7.87059  -1.01517  4.31690  0.3142
H  -3.63597  1.54978  1.06970  0.0046
H  -4.08302  -0.02156  0.34147  0.3439
H  -3.17466  0.18868  1.88288  -0.2126

For the energy relative to the best compared isomer or geometry (same formula, charge and spin), the calculation gives 181.03 kJ/mol. For the HOMO-LUMO gap, the calculation gives 0.35432 hartree. Its HOMO energy is -9.70 eV. Its charge is 0. As for the SMILES: O=S1(=O)CCCC1.O=S1(=O)CCCC1.O=S1(=O)CCCC1.O=S1(=O)CCCC1.O=S1(=O)CCCC1.O=S1(=O)CCCC1.O=S1(=O)CCCC1.O=S1(=O)CCCC1.CCOC(=O)OC.CCOC(=O)OC.